(one)
DFT (ωB97M-V/def2-TZVPD) results for one molecule with the formula C3H5NP2.

- E_HOMO: -9.2 eV
- Structure (SMILES): CC1=P#[PH]N=C1
- Lowest unoccupied orbital energy: -0.0157 hartree
- Frontier orbital gap: 8.80 eV

```
! RIJCOSX wB97M-V def2-TZVPD def2/J DEFGRID3
* xyz 0 1
C -1.7624 0.7008 -0.1548
C -0.0278 0.1977 -0.0369
P 1.0471 1.3351 0.5192
P 2.5862 -0.0438 0.0794
N 1.6115 -1.3481 -0.2657
C 0.3498 -1.0740 -0.4205
H -1.5949 1.7542 -0.1254
H -2.3088 0.3521 0.6623
H -2.2842 0.3551 -0.9635
H 2.6251 -0.2665 1.3929
H -0.2416 -1.9626 -0.6870
*
```



(two)
DFT (ωB97M-V/def2-TZVPD) results for one molecule with the formula C3H5NP2.

- E_HOMO: -8.9 eV
- Structure (SMILES): CC1=P#[PH]N=C1
- Lowest unoccupied orbital energy: 0.0194 hartree
- Frontier orbital gap: 9.44 eV

```
! RIJCOSX wB97M-V def2-TZVPD def2/J DEFGRID3
* xyz 0 1
C 1.6977 -0.7046 -0.1688
C 0.2074 -0.6652 0.0797
P -0.9777 -1.5393 0.7189
P -2.5940 -0.0107 0.1464
N -1.5766 1.1715 -0.3446
C -0.3865 1.0443 -0.4962
H 1.9647 0.3503 0.0806
H 1.9529 -0.6785 -1.1549
H 2.2833 -1.3895 0.5490
H -2.8265 0.4717 1.3740
H 0.2553 1.9500 -0.7839
*
```



What are the relative energies? In eV: (one) 0.000; (two) 0.583.



(one)
DFT (ωB97M-V/def2-TZVPD) results for C2H8N3O as an isolated structure.

- E_HOMO: -14.0 eV
- Lowest unoccupied orbital energy: -0.1460 hartree
- Frontier orbital gap: 10.02 eV

```
! RIJCOSX wB97M-V def2-TZVPD def2/J DEFGRID3
* xyz 1 1
C -1.2839 -1.1228 1.1048
C -0.3485 -0.3525 0.1842
N 1.5568 1.0706 -0.5560
N 0.6820 0.6044 0.5327
N -0.8399 -0.0536 -1.1361
O -0.2011 -1.7398 0.3437
H -1.1030 -0.9624 2.2010
H -2.2798 -1.1180 0.6690
H 1.8937 1.9622 -0.2983
H 2.3258 0.4562 -0.6133
H 1.3754 0.2420 1.6529
H 0.8431 1.2322 -1.2529
H -1.5439 0.6617 -1.1866
H -1.0767 -0.8801 -1.6451
*
```



(two)
DFT (ωB97M-V/def2-TZVPD) results for a 2-piece molecular cluster, C2H8N3O overall.

- E_HOMO: -13.3 eV
- Lowest unoccupied orbital energy: -0.1520 hartree
- Frontier orbital gap: 9.16 eV

```
! RIJCOSX wB97M-V def2-TZVPD def2/J DEFGRID3
* xyz 1 1
C -0.0166 -0.0056 -1.1995
C 1.8318 1.1472 -0.9075
N 0.9954 0.2155 -1.8216
N -1.1101 -0.3705 -0.7292
N -1.9226 -1.0241 2.0368
O 2.8474 1.6613 -1.6953
H 1.1285 1.9418 -0.7890
H 2.1159 0.6196 0.1120
H -1.7213 -0.9874 -1.2589
H -1.4089 -0.3567 1.2304
H -2.0657 -2.0575 1.7930
H -2.7991 -0.6659 2.4396
H -1.2402 -0.9430 2.7859
H 3.3657 0.8253 -1.9968
*
```



(three)
DFT (ωB97M-V/def2-TZVPD) results for a 2-piece molecular cluster, C2H8N3O overall.

- E_HOMO: -14.8 eV
- Lowest unoccupied orbital energy: -0.1236 hartree
- Frontier orbital gap: 11.39 eV

```
! RIJCOSX wB97M-V def2-TZVPD def2/J DEFGRID3
* xyz 1 1
C 1.9625 0.5095 -0.2028
N 2.2608 1.7945 -0.0989
O 0.8577 0.0316 0.0632
H 2.7431 -0.1000 -0.6609
H 3.1598 2.1581 -0.3702
H 1.5733 2.5026 0.1023
N -1.2406 -1.8290 0.3541
C -2.1159 -0.8891 0.0771
N -1.8202 0.3464 -0.2605
H -0.2885 -1.5424 0.1274
H -1.3380 -2.4795 1.1164
H -3.1690 -0.9864 0.3076
H -2.5426 1.0420 -0.1574
H -0.8511 0.6786 -0.1984
*
```



(four)
DFT (ωB97M-V/def2-TZVPD) results for a 2-piece molecular cluster, C2H8N3O overall.

- E_HOMO: -14.4 eV
- Lowest unoccupied orbital energy: -0.1203 hartree
- Frontier orbital gap: 11.11 eV

```
! RIJCOSX wB97M-V def2-TZVPD def2/J DEFGRID3
* xyz 1 1
C -0.7376 -1.8633 0.3127
N -1.8660 -2.2479 -0.2874
O 0.0501 -1.0218 -0.0964
H -0.6864 -2.2920 1.3268
H -2.3531 -3.0359 0.1025
H -2.0612 -2.0752 -1.2593
N 1.0622 1.5439 -1.1966
C 1.0792 2.0096 0.0348
N 0.9859 1.2779 1.1040
H 1.0271 0.5393 -1.3276
H 0.7174 2.1391 -1.9355
H 0.9859 3.0895 0.1258
H 0.7138 1.6688 1.9960
H 1.0826 0.2680 1.1002
*
```



What are the relative energies? In eV: (one) 5.546; (two) 3.850; (three) 0.071; (four) 0.000.



(one)
DFT (ωB97M-V/def2-TZVPD) results for a 2-piece molecular cluster, C2H4O3 overall.

- E_HOMO: -10.6 eV
- Structure (SMILES): O=CO.C=O
- Lowest unoccupied orbital energy: 0.0145 hartree
- Frontier orbital gap: 11.00 eV

```
! RIJCOSX wB97M-V def2-TZVPD def2/J DEFGRID3
* xyz 0 1
O 0.6996 1.4579 -0.6526
C 1.5591 0.9224 -0.0067
O 1.4016 -0.2495 0.5998
H 2.5605 1.3400 0.1323
H 0.5554 -0.6001 0.2630
C -2.2458 -0.8862 -0.3744
O -1.3160 -1.0996 0.3580
H -3.1988 -0.4731 -0.0131
H -2.1678 -1.1054 -1.4531
*
```



(two)
DFT (ωB97M-V/def2-TZVPD) results for a 2-piece molecular cluster, C2H4O3 overall.

- E_HOMO: -10.3 eV
- Lowest unoccupied orbital energy: 0.0323 hartree
- Frontier orbital gap: 11.17 eV

```
! RIJCOSX wB97M-V def2-TZVPD def2/J DEFGRID3
* xyz 0 1
C 0.1621 -0.1094 0.5918
C 0.7306 -2.3067 -2.3497
O 0.3974 -0.8170 -0.6262
O -0.8042 0.8142 0.4242
O -0.2936 -2.5391 -2.7505
H -0.0253 -0.8218 1.4151
H 1.0653 0.3934 0.9865
H 1.1079 -1.3977 -0.6799
H -1.4912 0.4624 -0.1384
*
```



What are the relative energies? In eV: (one) 0.000; (two) 0.658.



(one)
DFT (ωB97M-V/def2-TZVPD) results for C8H6 as an isolated structure.

- E_HOMO (alpha / beta): -8.6 / -7.5 eV
- Lowest unoccupied orbital energy (alpha / beta): -0.0087 / -0.0207 hartree
- Frontier orbital gap (alpha / beta): 8.37 / 6.93 eV

```
! RIJCOSX wB97M-V def2-TZVPD def2/J DEFGRID3
* xyz 0 1
C -2.1278 0.0719 0.4064
C -2.7102 -0.9481 -0.1729
C 0.5835 -1.4766 0.7419
C 1.7080 -1.0155 0.3108
C -0.8383 0.7025 0.8066
C 1.2296 0.0502 -0.6348
C -1.3668 -0.7462 -0.8428
C -0.1283 -0.2690 -0.1155
H 0.1548 -2.3593 1.4105
H -0.5487 1.7220 0.4220
H -0.8261 0.8029 1.9422
H 1.7386 1.0848 -0.6732
H 1.3746 -0.0052 -1.7723
H -1.5329 -0.9024 -1.8636
*
```



(two)
DFT (ωB97M-V/def2-TZVPD) results for one molecule with the formula C8H6.

- E_HOMO: -8.2 eV
- Structure (SMILES): C#CC1=CC=CC1=C
- Lowest unoccupied orbital energy: -0.0214 hartree
- Frontier orbital gap: 7.57 eV

```
! RIJCOSX wB97M-V def2-TZVPD def2/J DEFGRID3
* xyz 0 1
C 2.8129 -0.5564 -0.1120
C 1.6420 -0.7575 -0.0354
C 0.2604 -0.6152 -0.1474
C -0.6184 -1.6025 0.1717
C -1.9443 -0.9396 -0.0360
C -1.7391 0.4491 -0.1214
C -0.3534 0.7006 0.0311
C 0.4023 1.8535 0.1217
H 3.9503 -0.4741 0.0778
H -0.3501 -2.6397 0.3307
H -2.8758 -1.4675 -0.0929
H -2.5018 1.3614 -0.3809
H 1.5994 1.9951 -0.1011
H -0.2845 2.6929 0.2941
*
```



What are the relative energies? In eV: (one) 6.206; (two) 0.000.



(one)
DFT (ωB97M-V/def2-TZVPD) results for an isolated ion of composition C4H5Cl2N2 and charge +1.

- E_HOMO: -14.2 eV
- Lowest unoccupied orbital energy: -0.2519 hartree
- Frontier orbital gap: 7.38 eV

```
! RIJCOSX wB97M-V def2-TZVPD def2/J DEFGRID3
* xyz 1 1
C 0.8471 -0.9923 -0.5357
C 1.3235 0.6515 1.1771
C -0.4666 -0.4045 -1.2553
C -1.5240 -0.0341 -0.4160
N 1.4712 -0.5403 0.4649
N 0.2335 0.9088 1.7355
Cl -2.2832 -1.3366 0.3996
Cl -2.2625 1.4517 -0.4735
H 1.1696 -1.8723 -0.9141
H 2.1527 1.3212 1.3441
H -0.0914 0.4119 -1.9726
H -0.6651 -1.2934 -1.8548
H 0.0952 1.7282 2.3009
*
```



(two)
DFT (ωB97M-V/def2-TZVPD) results for an isolated ion of composition C4H5Cl2N2 and charge +1.

- E_HOMO (alpha / beta): -13.1 / -13.1 eV
- Lowest unoccupied orbital energy (alpha / beta): -0.1976 / -0.1976 hartree
- Frontier orbital gap (alpha / beta): 7.75 / 7.75 eV

```
! RIJCOSX wB97M-V def2-TZVPD def2/J DEFGRID3
* xyz 1 1
C -0.3409 0.1131 -1.9905
C -0.8396 0.1910 -0.7006
C 1.3588 -0.5103 -0.1937
C -0.1394 -0.0330 1.5962
N 0.1829 -0.1518 0.2490
N 0.8130 -0.4194 -2.2600
Cl -2.3333 0.8039 -0.1116
Cl 2.6540 -1.3341 0.2894
H -0.8225 0.6094 -2.7376
H 0.4704 -0.6698 2.1690
H -0.0037 1.0380 1.9576
H -1.3101 -0.2703 1.7176
H 1.5412 -0.0291 -2.8179
*
```



What are the relative energies? In eV: (one) 0.000; (two) 0.974.



(one)
DFT (ωB97M-V/def2-TZVPD) results for an isolated ion of composition C2H2NO3S and charge -1.

- E_HOMO: -4.9 eV
- Lowest unoccupied orbital energy: 0.1412 hartree
- Frontier orbital gap: 8.73 eV

```
! RIJCOSX wB97M-V def2-TZVPD def2/J DEFGRID3
* xyz -1 1
C -0.3763 -0.7111 -0.6361
C -0.6187 -0.1568 0.7720
N 0.3945 0.0700 -1.3766
O -0.9310 -1.7832 -0.9295
O 2.4667 1.3224 -0.6265
O 0.0359 1.0232 0.9316
S 0.9818 1.3930 -0.6615
H -1.7037 -0.2815 0.8345
H -0.2492 -0.8760 1.6921
*
```



(two)
DFT (ωB97M-V/def2-TZVPD) results for an isolated ion of composition C2H2NO3S and charge -1.

- E_HOMO: -3.6 eV
- Structure (SMILES): O=C(NO)C([O-])=S
- Lowest unoccupied orbital energy: 0.1302 hartree
- Frontier orbital gap: 7.10 eV

```
! RIJCOSX wB97M-V def2-TZVPD def2/J DEFGRID3
* xyz -1 1
O 1.1673 1.2050 -1.1927
C 1.2318 0.3437 -0.3238
N 0.1105 -0.0524 0.3477
O -1.1683 0.2612 0.0463
C 2.6474 -0.3933 -0.1047
O 2.6505 -1.5554 -0.4786
S 3.9317 0.5470 0.4578
H 0.2024 -0.5147 1.1809
H -1.3841 0.2202 -0.8708
*
```



What are the relative energies? In eV: (one) 0.000; (two) 0.697.